Record 1
Computed, not measured: a cluster of 4 separate species, H8O4 in total at a distorted geometry, with ωB97M-V/def2-TZVPD.

Atoms and positions in Å:
H 1.674 -1.346 0.071
H 1.644 -0.087 0.641
H 0.731 -0.185 -1.073
H 0.010 0.404 -2.385
H -1.573 0.036 -0.344
H -2.643 -0.833 0.448
H -0.488 0.223 1.323
H 0.275 1.547 0.960
O 2.178 -0.571 -0.069
O -0.125 0.201 -1.438
O -2.034 -0.064 0.493
O 0.351 0.675 1.373

The energy above the lowest of the compared OMol25 structures with the same formula, charge and spin is 13.4 kcal per mole. The value obtained for the HOMO energy is -11.291 eV. The orbital gap comes out at 0.439 hartree. As for the net charge: 0. The SMILES is O.O.O.O. The calculation puts the largest force on an atom at 0.0461 hartree/bohr.


Record 2
Computed, not measured: a structure of composition BrH6LiO3 at a distorted geometry, with ωB97M-V/def2-TZVPD.

Atoms and positions in Å:
Li -0.510 0.097 -0.402
Br -2.723 0.135 -1.437
O 1.023 0.506 -1.532
H 1.909 0.654 -1.362
H 1.012 0.331 -2.392
O -0.052 1.147 1.347
H 0.200 2.025 1.128
H -0.562 1.177 2.120
O -0.065 -1.831 0.535
H -0.766 -2.452 0.765
H 0.535 -1.790 1.234

The energy above the lowest of the compared OMol25 structures with the same formula, charge and spin is 11.5 kcal per mole. The value obtained for the HOMO energy is -7.687 eV. The orbital gap comes out at 0.269 hartree. As for the net charge: 0. The calculation puts the largest force on an atom at 0.1181 hartree/bohr.


Record 3
Computed, not measured: a structure of composition C5H9NOS2 at a distorted geometry, with ωB97M-V/def2-TZVPD.

Atoms and positions in Å:
C 3.262 0.416 -0.977
C 2.101 -0.186 -1.022
C 1.023 0.149 -0.102
C -1.590 -0.387 1.523
C -1.886 0.010 0.127
N -0.181 -0.337 -0.520
O 1.059 0.814 0.936
S -2.142 1.769 0.017
S -3.001 -0.992 -0.763
H 4.129 -0.025 -1.599
H 3.614 1.245 -0.300
H 1.782 -0.908 -1.720
H -2.375 0.118 2.027
H -0.783 0.317 1.814
H -1.310 -1.392 1.895
H -0.299 -0.512 -1.489
H -0.990 2.062 0.622
H -2.414 -2.162 -0.470

The energy above the lowest of the compared OMol25 structures with the same formula, charge and spin is 30.9 kcal per mole. The value obtained for the HOMO energy is -9.329 eV. The orbital gap comes out at 0.362 hartree. As for the net charge: 0. The calculation puts the largest force on an atom at 0.0974 hartree/bohr.


Record 4
Computed, not measured: a cluster of 5 separate species, C33H73N4O3 in total at a distorted geometry, with ωB97M-V/def2-TZVPD.

Atoms and positions in Å:
O -1.467 1.292 -0.016
C -0.221 1.697 -0.140
O 0.365 1.658 0.938
O 0.199 2.088 -1.249
H -1.189 1.007 0.858
C -4.297 -2.782 -3.571
C -3.227 -1.662 -3.267
C -2.647 -0.921 -4.534
N -1.486 0.145 -4.185
C -2.105 1.208 -3.292
C -0.975 0.778 -5.510
C 0.028 -0.281 -6.040
C 0.672 -0.846 -4.827
C -0.135 -0.409 -3.648
H -3.829 -3.517 -4.225
H -5.154 -2.303 -4.043
H -4.888 -3.307 -2.820
H -2.314 -2.069 -2.833
H -3.798 -1.026 -2.590
H -3.387 -0.291 -5.027
H -2.275 -1.616 -5.288
H -2.558 0.669 -2.460
H -2.934 1.555 -3.909
H -1.502 2.071 -3.009
H -0.382 1.586 -5.079
H -1.804 1.098 -6.141
H 0.751 0.168 -6.721
H -0.447 -1.095 -6.588
H 1.654 -0.402 -4.670
H 0.704 -1.929 -4.943
H 0.425 0.412 -3.202
H -0.307 -1.230 -2.951
C 4.498 -1.210 7.373
C 3.784 -0.890 6.141
C 3.873 0.651 5.855
N 2.661 1.257 4.995
C 3.016 2.710 4.606
C 2.415 0.573 3.559
C 1.487 -0.681 3.764
C 0.609 -0.231 4.985
C 1.272 1.050 5.648
H 4.494 -2.258 7.673
H 4.004 -0.628 8.151
H 5.564 -0.983 7.370
H 2.713 -1.087 6.190
H 4.064 -1.482 5.270
H 4.744 1.046 5.331
H 3.872 1.278 6.746
H 2.110 3.205 4.256
H 3.688 2.554 3.762
H 3.426 3.087 5.542
H 1.934 1.253 2.855
H 3.297 0.090 3.138
H 1.026 -0.778 2.781
H 2.109 -1.559 3.942
H -0.464 -0.182 4.799
H 0.654 -1.150 5.569
H 0.697 1.904 5.289
H 1.319 1.010 6.736
C 1.788 -1.113 -0.129
C 2.561 -2.339 0.474
C 4.096 -2.283 0.180
N 5.043 -3.299 0.946
C 5.094 -3.129 2.418
C 6.462 -3.170 0.365
C 7.196 -4.558 0.638
C 6.007 -5.548 0.613
C 4.643 -4.700 0.659
H 1.864 -1.017 -1.212
H 2.299 -0.278 0.349
H 0.719 -1.035 0.070
H 2.160 -3.281 0.102
H 2.430 -2.483 1.547
H 4.546 -1.347 0.511
H 4.374 -2.460 -0.859
H 5.888 -3.712 2.885
H 4.232 -3.519 2.959
H 5.225 -2.049 2.473
H 7.006 -2.346 0.826
H 6.450 -3.019 -0.714
H 7.860 -4.614 1.500
H 7.917 -4.693 -0.167
H 6.097 -6.240 1.450
H 6.119 -6.028 -0.359
H 3.809 -5.179 1.171
H 4.317 -4.745 -0.380
C -6.953 0.466 -3.287
C -6.873 1.752 -2.362
C -5.546 1.970 -1.799
N -5.394 3.373 -1.208
C -6.416 3.567 0.012
C -5.797 4.466 -2.234
C -4.972 5.677 -1.779
C -3.652 5.132 -1.320
C -3.908 3.709 -0.901
H -7.687 0.507 -4.092
H -7.128 -0.350 -2.587
H -5.980 0.363 -3.767
H -7.639 1.747 -1.587
H -7.182 2.651 -2.895
H -4.802 1.921 -2.594
H -5.319 1.150 -1.117
H -6.333 4.581 0.401
H -6.137 2.822 0.757
H -7.471 3.378 -0.188
H -6.855 4.730 -2.243
H -5.353 4.161 -3.182
H -5.411 6.216 -0.939
H -4.808 6.317 -2.647
H -3.179 5.757 -0.563
H -2.924 5.160 -2.131
H -3.575 3.553 0.126
H -3.242 3.119 -1.531

The energy above the lowest of the compared OMol25 structures with the same formula, charge and spin is 38.3 kcal per mole. The value obtained for the HOMO energy is -14.034 eV. The orbital gap comes out at 0.310 hartree. As for the net charge: +3. The calculation puts the largest force on an atom at 0.0959 hartree/bohr.


Record 5
Computed, not measured: a cluster of 2 separate species, C8H11BBrCl2FN2O3S in total at a distorted geometry, with ωB97M-V/def2-TZVPD.

Atoms and positions in Å:
C -2.465 0.252 -0.304
C -1.273 1.290 -0.833
Cl -1.619 2.508 -2.225
C 0.112 1.339 -0.257
Cl 1.338 2.584 -0.902
C 0.494 0.279 0.935
C 1.631 -0.882 0.711
F 2.510 -1.214 -0.436
N 1.682 -1.685 1.993
Br 2.717 -3.159 2.509
C 0.664 -1.043 2.912
S 0.206 -1.507 4.670
N -0.078 0.156 2.362
B -1.128 1.076 2.958
O -2.156 0.715 3.954
O -1.071 2.512 2.515
H -3.187 -0.094 -1.178
H -2.032 -0.689 0.255
H -3.088 0.887 0.490
H -0.941 -2.336 4.556
H -2.144 1.492 4.616
H -0.113 2.772 2.751
C 1.357 -0.211 -4.587
C 1.111 -1.143 -3.388
O 0.117 -1.950 -3.724
H 0.474 0.396 -4.823
H 2.176 0.481 -4.357
H 1.643 -0.768 -5.488
H 0.973 -0.472 -2.525
H 2.093 -1.587 -3.161

The value obtained for the HOMO energy is -5.134 eV. The orbital gap comes out at 0.083 hartree. As for the net charge: 0. The calculation puts the largest force on an atom at 0.1276 hartree/bohr.


Record 6
Computed, not measured: a structure of composition C31H57MgN4O2P2 at a distorted geometry, with ωB97M-V/def2-TZVPD.

Atoms and positions in Å:
C -1.244 1.241 -2.392
C -2.623 -0.569 -1.753
C -2.064 1.517 -3.487
C -3.322 -0.447 -2.980
C -3.078 0.618 -3.827
H -1.869 2.437 -4.040
H -4.080 -1.198 -3.184
H -3.627 0.753 -4.757
N -1.482 0.201 -1.567
P 1.488 1.563 -1.379
P -2.532 -1.468 0.937
C -0.070 2.231 -2.122
H 0.184 2.711 -3.085
H -0.463 3.039 -1.470
C 2.029 -0.059 0.977
O 2.969 0.083 1.632
C -3.143 -1.431 -0.724
H -3.812 -2.222 -1.086
C -1.710 -3.143 1.693
C -4.212 -0.945 1.679
C 2.446 0.852 -2.892
C 2.316 3.164 -0.777
C -0.195 -2.938 1.910
H 0.027 -2.104 2.592
H 0.204 -3.855 2.373
H 0.363 -2.795 0.972
C -2.323 -3.491 3.051
H -2.131 -2.714 3.800
H -3.398 -3.691 2.997
H -1.846 -4.412 3.419
C -1.908 -4.296 0.714
H -1.715 -5.244 1.243
H -2.921 -4.337 0.293
H -1.175 -4.234 -0.099
C -4.111 -0.677 3.180
H -3.370 0.097 3.410
H -5.094 -0.322 3.523
H -3.856 -1.571 3.753
C -4.676 0.362 1.008
H -3.898 1.137 1.034
H -4.970 0.214 -0.036
H -5.553 0.752 1.546
C -5.230 -2.056 1.406
H -5.333 -2.257 0.336
H -4.972 -2.998 1.905
H -6.209 -1.724 1.784
C 3.774 2.871 -0.382
H 4.201 3.798 0.035
H 3.836 2.092 0.390
H 4.396 2.575 -1.238
C 1.560 3.650 0.472
H 0.513 3.899 0.252
H 1.596 2.922 1.293
H 2.045 4.573 0.827
C 2.266 4.299 -1.808
H 1.241 4.526 -2.126
H 2.678 5.203 -1.333
H 2.877 4.095 -2.691
C 1.447 0.113 -3.798
H 0.789 0.813 -4.336
H 2.009 -0.466 -4.550
H 0.831 -0.593 -3.229
C 3.483 -0.147 -2.330
H 3.006 -0.923 -1.718
H 3.973 -0.644 -3.185
H 4.259 0.354 -1.730
C 3.166 1.914 -3.734
H 2.477 2.685 -4.111
H 4.006 2.383 -3.200
H 3.593 1.404 -4.615
Mg -0.009 -0.254 -0.057
N 1.082 -2.038 -1.225
C 1.219 -2.918 -2.005
C 0.645 -3.918 -3.013
C -0.862 -3.973 -2.794
C 0.942 -3.498 -4.445
C 1.245 -5.303 -2.798
H -1.088 -4.479 -1.853
H -1.292 -2.968 -2.733
H -1.365 -4.526 -3.597
H 2.020 -3.398 -4.598
H 0.576 -4.270 -5.136
H 0.446 -2.565 -4.720
H 0.800 -5.994 -3.530
H 2.330 -5.258 -2.945
H 1.038 -5.685 -1.793
C 0.248 1.427 3.908
N -0.854 2.179 3.309
C -1.235 2.051 2.031
N -2.229 2.892 1.616
O -0.739 1.191 1.233
H 1.229 1.794 3.564
H 0.160 0.356 3.672
H 0.191 1.561 4.993
H -1.302 2.923 3.845
H -2.416 2.962 0.621
H -2.567 3.621 2.242

The value obtained for the HOMO energy is -8.401 eV. The orbital gap comes out at 0.221 hartree. As for the net charge: +1. The calculation puts the largest force on an atom at 0.0804 hartree/bohr.


Record 7
Computed, not measured: a structure of composition C28H29BCdF4NO4P2S2 at a distorted geometry, with ωB97M-V/def2-TZVPD.

Atoms and positions in Å:
Cd -0.932 0.034 0.034
C 6.230 0.830 -4.671
S 5.822 2.565 -4.337
C 4.009 2.453 -4.238
C 3.510 1.788 -2.966
C 1.980 1.709 -2.988
N 1.417 1.059 -1.816
P 0.996 1.832 -0.334
C 1.346 3.580 -0.819
C 0.348 4.293 -1.477
C 0.586 5.582 -1.924
C 1.821 6.175 -1.715
C 2.810 5.480 -1.039
C 2.573 4.193 -0.590
C 2.378 1.606 0.837
C 2.119 2.112 2.105
C 2.980 1.850 3.151
C 4.115 1.087 2.935
C 4.401 0.623 1.663
C 3.533 0.874 0.614
P 0.613 -0.463 -1.940
C 1.979 -1.330 -2.819
C 2.031 -1.372 -4.209
C 3.163 -1.836 -4.857
C 4.253 -2.281 -4.128
C 4.193 -2.278 -2.743
C 3.066 -1.806 -2.093
C -0.574 -0.331 -3.357
C -1.062 0.805 -3.988
C -2.152 0.720 -4.839
C -2.777 -0.495 -5.054
C -2.308 -1.635 -4.419
C -1.223 -1.549 -3.574
H 7.297 0.790 -4.860
H 5.683 0.496 -5.549
H 5.979 0.217 -3.811
H 3.669 1.914 -5.124
H 3.661 3.485 -4.294
H 3.834 2.361 -2.097
H 3.910 0.778 -2.882
H 1.677 1.130 -3.865
H 1.579 2.723 -3.092
H -0.612 3.822 -1.632
H -0.192 6.131 -2.435
H 2.012 7.176 -2.078
H 3.770 5.944 -0.864
H 3.344 3.657 -0.055
H 1.207 2.673 2.264
H 2.755 2.212 4.143
H 4.767 0.838 3.760
H 5.292 0.034 1.497
H 3.717 0.457 -0.364
H 1.184 -1.037 -4.792
H 3.192 -1.843 -5.938
H 5.145 -2.620 -4.638
H 5.035 -2.641 -2.169
H 2.994 -1.785 -1.016
H -0.615 1.767 -3.788
H -2.516 1.612 -5.330
H -3.648 -0.553 -5.689
H -2.808 -2.582 -4.569
H -0.862 -2.425 -3.045
O 0.134 -0.026 1.823
S 0.634 -1.336 1.277
O 1.203 -2.186 2.283
O 1.620 -0.995 0.207
O -0.561 -1.934 0.586
F -3.050 -0.204 -1.268
B -3.233 1.133 -0.868
F -2.197 1.884 -1.451
F -3.012 1.173 0.529
F -4.452 1.605 -1.213

The energy above the lowest of the compared OMol25 structures with the same formula, charge and spin is 22.3 kcal per mole. The value obtained for the HOMO energy is -5.561 eV. The orbital gap comes out at 0.288 hartree. As for the net charge: -1. The calculation puts the largest force on an atom at 0.0921 hartree/bohr.


Record 8
Computed, not measured: a cluster of 7 separate species, C35H72F12N3O10 in total at a distorted geometry, with ωB97M-V/def2-TZVPD.

Atoms and positions in Å:
C 2.190 -3.919 -1.816
C 1.241 -2.817 -2.291
C -0.214 -2.950 -1.861
C -0.438 -2.668 -0.417
N -1.204 -3.683 0.425
C -2.640 -4.019 -0.114
C -3.604 -3.472 0.938
C -2.789 -3.533 2.207
C -1.393 -3.115 1.815
C -0.361 -4.904 0.488
H 2.428 -3.947 -0.751
H 3.104 -3.745 -2.385
H 1.706 -4.823 -2.101
H 1.337 -2.699 -3.362
H 1.540 -1.784 -1.882
H -0.550 -3.961 -2.142
H -0.897 -2.306 -2.424
H -1.013 -1.740 -0.290
H 0.542 -2.585 0.129
H -2.700 -5.103 -0.349
H -2.708 -3.388 -1.055
H -4.641 -3.909 0.991
H -3.828 -2.442 0.585
H -2.801 -4.554 2.653
H -3.157 -2.832 2.956
H -0.539 -3.360 2.523
H -1.164 -2.060 1.683
H 0.593 -4.669 0.995
H -0.054 -5.319 -0.496
H -0.894 -5.665 1.034
C -3.679 3.291 3.877
N -3.149 2.274 2.872
C -3.347 2.951 1.549
C -1.739 2.031 3.224
C -3.796 0.896 2.917
C -4.025 0.092 1.658
O -2.800 -0.228 1.031
H -2.923 4.120 3.860
H -3.892 2.832 4.824
H -4.659 3.704 3.517
H -4.459 2.974 1.422
H -2.869 2.335 0.789
H -2.814 3.911 1.594
H -1.673 1.461 4.101
H -1.287 3.073 3.348
H -1.217 1.460 2.441
H -4.797 1.018 3.374
H -3.207 0.315 3.651
H -4.830 0.544 1.023
H -4.584 -0.806 2.083
H -3.032 -0.485 0.080
C 3.478 2.681 1.592
N 2.829 1.866 0.585
C 1.734 0.986 1.185
C 2.243 2.807 -0.440
C 3.902 0.933 0.003
C 3.395 -0.006 -1.089
O 3.436 0.675 -2.333
H 2.860 3.489 1.838
H 4.439 2.880 1.171
H 3.629 2.027 2.467
H 1.102 1.629 1.843
H 2.217 0.286 1.890
H 1.234 0.477 0.375
H 1.694 3.566 0.070
H 1.555 2.361 -1.067
H 3.078 3.141 -1.060
H 4.216 0.215 0.820
H 4.653 1.489 -0.416
H 2.441 -0.333 -0.792
H 4.068 -0.940 -1.060
H 3.296 0.038 -3.077
C -4.150 -1.133 -2.397
O -4.028 0.195 -2.873
O -3.301 -1.353 -1.331
C -5.586 -1.240 -1.952
F -5.871 -2.426 -1.424
F -5.940 -0.290 -1.030
F -6.527 -1.074 -2.991
C -2.652 0.539 -3.246
C -2.703 1.505 -4.383
H -3.621 2.091 -4.342
H -1.867 2.162 -4.421
H -2.685 0.961 -5.324
H -2.165 -0.382 -3.610
H -2.072 0.838 -2.447
H -3.992 -1.896 -3.160
C 3.579 -0.948 -5.450
O 2.840 -1.118 -6.644
O 2.926 -0.360 -4.505
C 4.059 -2.429 -5.173
F 2.990 -3.268 -5.223
F 5.049 -2.898 -6.053
F 4.575 -2.472 -3.944
C 1.385 -0.812 -6.547
C 0.551 -2.028 -6.714
H 0.609 -2.826 -5.990
H -0.582 -1.805 -6.823
H 0.814 -2.523 -7.641
H 1.296 -0.255 -7.442
H 1.339 -0.321 -5.589
H 4.477 -0.499 -5.757
C -0.299 5.537 2.262
O 0.230 4.810 1.114
O -1.463 5.229 2.688
C 0.703 5.085 3.400
F 0.486 5.661 4.584
F 0.739 3.716 3.555
F 2.026 5.395 3.086
C -0.112 5.416 -0.113
C 0.910 6.317 -0.719
H 1.033 7.275 -0.218
H 1.898 5.755 -0.787
H 0.474 6.561 -1.692
H -1.096 5.920 0.091
H -0.325 4.636 -0.867
H 0.010 6.552 1.996
C 3.524 -2.609 3.644
O 3.830 -1.075 3.444
O 4.073 -3.240 4.630
C 1.975 -2.687 3.550
F 1.591 -3.964 3.586
F 1.413 -2.117 4.623
F 1.394 -2.126 2.394
C 4.100 -0.404 4.682
C 2.966 0.396 5.244
H 2.184 0.601 4.504
H 2.503 -0.093 6.137
H 3.284 1.416 5.551
H 4.965 0.288 4.567
H 4.443 -1.245 5.402
H 3.980 -3.000 2.662

The value obtained for the HOMO energy is -5.266 eV. The orbital gap comes out at 0.252 hartree. As for the net charge: -1. The calculation puts the largest force on an atom at 0.0778 hartree/bohr.


Total energy across the listed records, respectively: -305.7578, -2810.9553, -1122.1969, -1744.8959, -4663.5597, -2467.5969, -3511.5883, -3491.6702 hartree.